(1)
2 unconnected molecules or ions with the total composition C2H8N5O, computed with ωB97M-V/def2-TZVPD.

Geometry (Å):
C 0.15 0.78 -0.47
C -1.05 -1.93 0.34
N -0.39 1.00 -1.68
N -0.49 1.27 0.60
N -1.69 -1.74 -0.61
N 1.31 0.14 -0.45
N 1.76 -0.05 0.87
O -0.33 -1.94 1.23
H -1.33 1.43 -1.55
H -0.17 1.16 1.54
H -1.34 1.67 0.38
H -0.10 0.55 -2.53
H -2.07 -2.30 -1.34
H 2.57 -0.63 0.96
H 2.13 0.91 1.15
H 1.03 -0.30 1.56

Calculated values
Molecular weight ... 118.12 g/mol
E ... -11694.4831 eV
2S+1 ... 1
Charge ... +1

Here are the Löwdin charges for atoms 1 to 4, given in e: atom 1 (C): -0.56, atom 2 (C): -0.44, atom 3 (N): 0.17, atom 4 (N): 0.21

(2)
C3H7N5 in the gas phase, computed with ωB97M-V/def2-TZVPD.

Geometry (Å):
H 2.88 -1.55 -0.59
N 3.28 -0.66 0.01
C 2.49 0.31 0.29
N 1.08 0.15 0.09
C 0.37 1.19 -0.17
N -0.91 1.18 -0.48
C -1.44 -0.07 -0.10
N -2.74 -0.09 0.42
N -0.82 -1.29 -0.40
H -1.63 -1.86 0.07
H 2.68 1.46 0.79
H 0.65 -0.76 -0.48
H 0.76 2.24 -0.30
H -3.12 0.75 0.19
H -3.54 -1.01 0.67

Calculated values
Molecular weight ... 113.12 g/mol
E ... -10671.0779 eV
2S+1 ... 1

Here are the Löwdin charges for atoms 1 to 4, given in e: atom 1 (H): 0.12, atom 2 (N): 0.04, atom 3 (C): -0.28, atom 4 (N): -0.03

(3)
C14H19N3O4 in the gas phase, computed with ωB97M-V/def2-TZVPD.

Geometry (Å):
N -4.90 3.57 0.55
C -4.74 2.80 -0.58
O -5.74 2.27 -1.12
C -3.28 2.56 -0.97
C -2.92 1.21 -0.42
C -1.44 1.08 -0.29
N -0.62 1.14 -1.55
C -1.12 -0.24 0.44
O -1.84 -0.83 1.24
N 0.19 -0.67 0.20
C 0.75 -1.76 0.98
C 1.98 -2.41 0.44
C 2.97 -1.71 -0.48
C 2.97 -1.95 -1.82
C 3.91 -1.29 -2.60
C 4.79 -0.36 -2.17
C 4.75 -0.11 -0.81
C 3.91 -0.86 0.02
C 1.01 -1.47 2.40
O 2.03 -1.57 3.02
O 0.00 -0.78 2.99
H -5.66 3.52 1.17
H -4.01 3.99 0.99
H -3.24 2.61 -2.10
H -2.61 3.30 -0.46
H -3.28 1.20 0.53
H -3.32 0.28 -0.92
H -1.03 1.81 0.34
H -0.24 2.03 -1.83
H -1.11 0.78 -2.34
H 0.65 -0.21 -0.60
H 0.14 -2.62 0.90
H 1.66 -3.31 -0.07
H 2.46 -2.62 1.39
H 2.27 -2.54 -2.31
H 3.77 -1.44 -3.65
H 5.48 0.13 -2.74
H 5.48 0.51 -0.29
H 3.91 -0.68 1.13
H -0.90 -0.78 2.51

Calculated values
Molecular weight ... 293.32 g/mol
E ... -27486.4688 eV
2S+1 ... 1

Here are the Löwdin charges for atoms 1 to 4, given in e: atom 1 (N): 0.14, atom 2 (C): -0.52, atom 3 (O): 0.02, atom 4 (C): -0.12

(4)
2 unconnected molecules or ions with the total composition C2H8NO, computed with ωB97M-V/def2-TZVPD.

Geometry (Å):
O -2.32 -0.58 0.96
H -0.38 -0.54 -0.56
H -2.87 -0.51 1.74
H -2.54 -1.45 0.59
C 1.81 -0.20 -0.78
C -0.04 1.03 0.17
N 0.42 -0.03 -0.28
H 1.95 0.56 -1.67
H 1.88 -1.24 -1.06
H 2.55 0.10 0.06
H -1.18 1.25 0.05
H 0.74 1.60 0.76

Calculated values
Molecular weight ... 62.09 g/mol
E ... -5737.9635 eV
2S+1 ... 2

Here are the Löwdin charges for atoms 1 to 4, given in e: atom 1 (O): -0.06, atom 2 (H): 0.09, atom 3 (H): 0.04, atom 4 (H): 0.05

(5)
A molecular structure, C22H24ClInO3, computed with ωB97M-V/def2-TZVPD.

Geometry (Å):
In -0.97 0.08 0.47
C 0.95 -2.28 0.27
C -0.45 -2.38 -0.05
C -0.55 -2.32 -1.49
H -1.25 -2.72 0.62
C 0.75 -2.16 -2.01
C 1.67 -2.15 -0.93
H 2.76 -2.10 -1.01
H 1.37 -2.31 1.27
H -1.48 -2.43 -2.05
H 1.02 -2.12 -3.07
C 1.15 1.92 0.24
C 2.32 1.21 -0.15
C 2.21 0.93 -1.54
H 3.19 1.02 0.47
C 1.00 1.48 -2.02
C 0.31 2.09 -0.92
H -0.58 2.70 -0.99
H 0.96 2.37 1.22
H 2.95 0.40 -2.14
H 0.68 1.51 -3.06
O -2.97 0.15 0.14
C -2.37 0.62 -3.47
C -3.47 0.16 -2.58
C -1.48 -0.30 -4.19
C -2.24 2.07 -3.68
C -3.66 -0.28 -1.01
H -3.82 -0.76 -3.09
H -4.25 0.93 -2.71
H -4.69 0.01 -0.79
H -3.63 -1.38 -1.03
H -1.58 -0.17 -5.28
H -1.71 -1.35 -3.99
H -0.41 -0.13 -3.96
H -2.89 2.42 -4.50
H -1.22 2.40 -3.93
H -2.60 2.63 -2.80
Cl 4.90 -0.03 6.33
C 3.41 -0.01 5.49
C 2.22 0.28 6.18
C 1.01 0.29 5.50
C 0.97 -0.01 4.13
C 2.17 -0.24 3.44
C 3.39 -0.27 4.11
C -0.32 0.02 3.36
O -1.31 0.69 3.68
O -0.23 -0.75 2.28
H 2.27 0.52 7.24
H 0.08 0.55 6.01
H 2.15 -0.39 2.36
H 4.31 -0.46 3.58

Calculated values
Molecular weight ... 486.70 g/mol
E ... -47038.0864 eV
2S+1 ... 1
Charge ... -2

Here are the Löwdin charges for atoms 1 to 4, given in e: atom 1 (In): 0.99, atom 2 (C): -0.20, atom 3 (C): -0.28, atom 4 (C): -0.21

(6)
C18H18N4O5S2 in the gas phase, computed with ωB97M-V/def2-TZVPD.

Geometry (Å):
C -4.86 2.61 -2.61
O -5.53 1.60 -1.90
C -4.87 0.91 -0.94
C -5.62 -0.06 -0.28
C -5.06 -0.82 0.74
O -5.71 -1.78 1.43
C -7.06 -2.04 1.13
C -3.73 -0.60 1.10
C -2.98 0.35 0.43
C -1.57 0.53 0.85
O -1.16 0.31 1.98
N -0.71 0.95 -0.13
C 0.63 1.06 0.10
N 1.49 1.33 -0.82
N 2.74 1.37 -0.38
C 2.84 1.14 0.89
S 4.36 1.08 1.72
C 5.47 1.09 0.28
C 5.16 0.01 -0.76
O 5.42 0.18 -1.92
N 4.67 -1.14 -0.25
C 4.06 -2.16 -1.08
C 2.57 -2.15 -0.92
C 1.79 -2.32 0.19
C 0.45 -2.16 -0.25
C 0.53 -1.91 -1.59
O 1.80 -1.90 -1.99
S 1.31 0.83 1.69
C -3.54 1.12 -0.60
H -5.59 3.02 -3.31
H -4.51 3.41 -1.94
H -4.01 2.21 -3.17
H -6.64 -0.19 -0.60
H -7.18 -2.38 0.10
H -7.69 -1.15 1.30
H -7.37 -2.83 1.81
H -3.29 -1.17 1.90
H -1.01 1.05 -1.09
H 5.40 2.06 -0.21
H 6.47 0.95 0.68
H 4.45 -1.17 0.74
H 4.32 -1.92 -2.11
H 4.47 -3.13 -0.81
H 2.11 -2.53 1.18
H -0.43 -2.23 0.35
H -0.23 -1.73 -2.33
H -2.96 1.89 -1.08

Calculated values
Molecular weight ... 434.50 g/mol
E ... -56825.6124 eV
2S+1 ... 1

Here are the Löwdin charges for atoms 1 to 4, given in e: atom 1 (C): -0.08, atom 2 (O): -0.07, atom 3 (C): -0.26, atom 4 (C): 0.07

Q: Among the records above, which one has the highest molecular weight?
A: C22H24ClInO3